{"formula": "C16H16N7O4RhS2", "method": "ωB97M-V with the def2-TZVPD basis set", "symbols": ["Rh", "C", "C", "N", "N", "C", "S", "N", "N", "H", "H", "H", "H", "H", "H", "N", "C", "O", "C", "C", "C", "N", "C", "C", "H", "H", "H", "H", "H", "H", "O", "C", "N", "S", "O", "O", "C", "C", "C", "C", "C", "C", "H", "H", "H", "H"], "coordinates": [[0.07549, -0.37192, 0.85138], [4.02467, -4.27615, 1.60212], [2.55403, -4.23889, 1.71714], [1.77351, -5.25492, 1.93466], [0.52359, -4.76457, 1.96591], [0.47457, -3.45385, 1.75388], [-0.87203, -2.41946, 1.73742], [1.77600, -3.10028, 1.58822], [2.16229, -1.78717, 1.34328], [4.36009, -5.29511, 1.77581], [4.50113, -3.61800, 2.33045], [4.34495, -3.96846, 0.60448], [-0.25761, -5.39047, 2.12075], [2.79269, -1.75030, 0.54817], [2.63050, -1.40113, 2.15924], [2.64979, 5.29391, -2.40133], [2.56759, 4.95668, -1.10249], [2.75017, 5.72187, -0.18326], [2.21987, 3.50841, -0.77684], [2.04341, 3.21492, 0.57080], [1.73739, 1.92488, 0.94024], [1.60857, 0.93134, 0.03819], [1.77023, 1.20859, -1.25979], [2.08519, 2.48131, -1.70200], [2.89831, 6.24371, -2.62546], [2.49027, 4.66520, -3.16490], [2.15333, 3.99697, 1.30996], [1.60533, 1.66859, 1.98767], [1.64902, 0.39172, -1.95914], [2.20263, 2.62950, -2.76583], [-2.32780, -2.55138, -0.33024], [-2.42716, -1.34989, -0.62470], [-1.37056, -0.51366, -0.77852], [-1.86383, 1.06632, -0.57795], [-1.30427, 1.95095, -1.53908], [-1.43097, 1.30127, 0.82227], [-3.59547, 0.74212, -0.68860], [-4.67750, 1.59260, -0.70044], [-5.93898, 1.01041, -0.79034], [-6.08944, -0.36997, -0.86155], [-4.98605, -1.21686, -0.83520], [-3.73201, -0.64256, -0.74905], [-4.55674, 2.66671, -0.65519], [-6.81130, 1.64900, -0.80599], [-7.08274, -0.79106, -0.93675], [-5.10018, -2.29090, -0.88741]], "nbo_charge": [1.128, -0.685, 0.394, -0.173, -0.278, 0.181, 0.247, -0.193, -0.636, 0.294, 0.259, 0.257, 0.468, 0.416, 0.410, -0.787, 0.632, -0.556, -0.022, -0.182, 0.023, -0.541, 0.063, -0.201, 0.431, 0.399, 0.283, 0.211, 0.226, 0.239, -0.497, 0.635, -0.871, 2.255, -0.859, -0.941, -0.246, -0.183, -0.152, -0.155, -0.135, -0.168, 0.256, 0.251, 0.249, 0.253], "charge": 2, "homo_lumo_gap_ev": [9.14, 5.17], "total_energy_ev": -60132.87535, "homo_ev": [-14.9, -14.9], "molar_mass_da": 537.39, "spin_multiplicity": 5}